Record 1
21
Properties=species:S:1:pos:R:3 method="wB97M-V/def2-TZVPD" mol_weight_g_mol=205.16 max_force_ev_per_a=4.3 smiles=C[SiH](C)c1c(Cl)cccc1Cl orbital_gap_ev=9.89 e_homo_ev=-9.099
C -1.293 -1.038 -1.815
Si -0.653 -1.085 0.042
C -1.960 -0.402 1.391
C 1.068 0.147 -0.014
C 2.317 -0.420 -0.097
Cl 2.586 -2.049 -0.447
C 3.502 0.329 0.066
C 3.367 1.709 0.220
C 2.093 2.333 0.094
C 0.965 1.566 0.171
Cl -0.630 2.214 0.322
H -1.991 -0.296 -2.002
H -0.407 -0.886 -2.429
H -1.860 -1.834 -2.223
H -0.103 -2.409 0.581
H -2.793 0.156 0.861
H -2.290 -1.348 1.849
H -1.358 0.162 2.125
H 4.425 -0.085 0.168
H 4.289 2.255 0.262
H 2.057 3.414 0.072

Record 2
89
Properties=species:S:1:pos:R:3 method="wB97M-V/def2-TZVPD" mol_weight_g_mol=898.11 max_force_ev_per_a=1.2 orbital_gap_ev=4.32 charge=-2 e_homo_ev=-0.163
Pd 0.473 -0.433 -0.059
C -1.861 2.831 0.185
P -2.577 1.462 -0.824
C -3.082 2.591 -2.272
C -2.034 2.958 -3.130
C -2.243 3.809 -4.205
C -3.513 4.320 -4.457
C -4.565 3.959 -3.628
C -4.349 3.104 -2.549
C -4.275 1.013 -0.348
C -4.852 -0.107 -0.936
C -6.173 -0.435 -0.664
C -6.929 0.352 0.198
C -6.347 1.459 0.806
C -5.024 1.784 0.535
C -0.386 3.008 -0.056
C 0.239 4.127 -0.610
C 1.630 3.852 -0.570
C 1.741 2.593 0.017
C 2.974 1.794 0.341
P 2.682 0.060 -0.251
C 3.195 0.237 -2.016
C 4.454 0.678 -2.427
C 4.756 0.816 -3.776
C 3.792 0.525 -4.734
C 2.529 0.111 -4.338
C 2.229 -0.031 -2.987
C 4.076 -0.876 0.518
C 3.923 -1.119 1.891
C 4.779 -1.960 2.580
C 5.807 -2.617 1.906
C 5.966 -2.403 0.546
C 5.114 -1.539 -0.140
N 0.527 2.083 0.335
H -2.061 2.640 1.239
H -2.375 3.740 -0.126
H -1.045 2.562 -2.929
H -1.414 4.077 -4.852
H -3.680 4.993 -5.291
H -5.561 4.343 -3.824
H -5.192 2.841 -1.920
H -4.248 -0.724 -1.591
H -6.616 -1.312 -1.122
H -7.965 0.103 0.399
H -6.923 2.066 1.494
H -4.563 2.639 1.019
H -0.251 5.006 -1.012
H 2.440 4.485 -0.914
H 3.147 1.739 1.422
H 3.861 2.223 -0.129
H 5.204 0.926 -1.682
H 5.740 1.158 -4.080
H 4.027 0.631 -5.788
H 1.771 -0.104 -5.083
H 1.245 -0.342 -2.657
H 3.073 -0.671 2.400
H 4.634 -2.128 3.641
H 6.458 -3.303 2.435
H 6.760 -2.911 0.009
H 5.252 -1.402 -1.206
Br -1.466 -5.632 0.669
C -0.003 -4.601 0.021
C 1.281 -4.938 0.400
C 2.313 -4.219 -0.189
C 1.995 -3.178 -1.040
N 0.751 -2.771 -1.300
C -0.238 -3.549 -0.848
H 1.467 -5.739 1.102
H 3.348 -4.456 0.024
H 2.781 -2.601 -1.511
H -1.248 -3.268 -1.117
C 0.023 -2.040 6.754
C -0.381 -1.798 5.319
C -1.374 -2.564 4.719
C -1.761 -2.328 3.401
C -1.147 -1.328 2.675
C -0.140 -0.561 3.252
C 0.226 -0.789 4.569
S -1.576 -1.046 0.923
O -2.582 -2.109 0.656
O -2.255 0.323 1.085
O -1.740 0.467 -1.567
H -0.098 -3.091 7.025
H -0.589 -1.449 7.442
H 1.066 -1.763 6.920
H -1.849 -3.361 5.286
H -2.528 -2.924 2.918
H 0.332 0.206 2.648
H 0.999 -0.179 5.031